Here is a structure of composition C2H6NP in a non-equilibrium geometry from OMol25. Energies are from the ωB97M-V functional and the def2-TZVPD basis.

Computed properties:
- Multiplicity: 1
- HOMO-LUMO gap: 10.13 eV
- DFT total energy: -12947.656 eV
- ΔE to the lowest compared entry with this formula, charge and spin: 24.8 kcal/mol
- Highest occupied orbital energy: -8.972 eV

Atoms and positions in Å:
C  1.174  0.574  -0.407
C  -1.602  -0.488  0.026
N  1.062  -0.193  0.815
P  0.153  -0.969  -0.527
H  0.751  1.854  -0.218
H  1.965  0.742  -1.141
H  -2.377  -0.576  -0.694
H  -1.375  0.602  0.038
H  -1.653  -0.981  0.945
H  1.902  -0.565  1.162